Below is 2 unconnected molecules or ions with the total composition C6H18N3 at a distorted geometry, with properties calculated with ωB97M-V with the def2-TZVPD basis set.

Last column: Löwdin charge in e.
Cartesian coordinates (Å):
C  -0.607  -1.727  0.149  -0.49
C  -0.042  -2.372  1.425  -0.09
C  -0.846  -2.837  -0.879  -0.09
C  -1.844  -0.830  0.357  -0.06
H  0.255  -1.143  -0.214  0.10
H  0.889  -2.909  1.259  0.08
H  -0.718  -3.170  1.757  0.08
H  -1.417  -3.650  -0.427  0.08
H  -1.461  -2.534  -1.737  0.08
H  0.078  -3.184  -1.340  0.08
H  -2.076  -0.894  1.426  0.07
H  -1.624  0.209  0.125  0.03
H  -2.719  -1.263  -0.118  0.08
H  0.016  -1.614  2.206  0.07
C  2.622  1.408  -0.005  0.00
C  0.393  2.499  -0.387  -0.42
N  1.576  2.098  -0.794  0.06
N  -0.110  2.693  0.844  0.22
N  -0.491  2.773  -1.384  0.18
H  1.708  1.976  -1.787  0.16
H  0.450  2.567  1.683  0.13
H  -1.059  2.419  0.952  0.11
H  -0.109  2.931  -2.299  0.12
H  -1.481  2.916  -1.227  0.13
H  3.557  1.550  -0.529  0.10
H  2.425  0.335  -0.074  0.09
H  2.635  1.756  1.020  0.09

The calculation puts the molar mass at 132.23 g/mol. The total energy is -10978.249 eV. As for the total charge: +1.

Below is a molecular structure, C3H5KLiO3 at a distorted geometry, with properties calculated with ωB97M-V with the def2-TZVPD basis set.

Last column: Löwdin charge in e.
Cartesian coordinates (Å):
O  -0.308  -0.075  -0.636  -0.16
C  0.570  -1.083  -0.660  -0.60
C  -0.102  0.779  0.458  -0.43
O  0.359  -1.944  -1.510  -0.01
O  1.403  -0.993  0.365  0.08
C  1.288  0.296  0.919  -0.13
Li  -2.685  -1.301  -0.307  0.29
H  -1.421  0.704  1.066  0.11
H  -0.216  1.656  1.100  -0.01
H  1.337  0.244  2.008  0.13
H  2.087  0.949  0.564  0.13
H  -0.333  2.090  -0.425  0.10
K  -1.981  -1.323  -2.942  0.49

The calculation puts the molar mass at 135.11 g/mol. The total energy is -25856.251 eV. Its expectation value of S² is 0.755. Its multiplicity is 2.

Below is a molecular structure, C24H32IrO7P at a distorted geometry, with properties calculated with ωB97M-V with the def2-TZVPD basis set.

Last column: Löwdin charge in e.
Cartesian coordinates (Å):
Ir  -0.198  0.123  -0.522  1.56
C  2.824  0.274  -0.732  -0.06
C  2.959  -0.467  0.597  -0.12
O  1.635  -0.827  1.005  -0.24
C  1.497  -2.186  1.489  -0.11
C  0.980  -3.005  0.331  -0.11
O  -0.144  -2.345  -0.269  -0.23
C  -1.465  -2.750  0.090  -0.12
C  -1.980  -1.810  1.136  -0.06
O  -1.880  -0.410  0.611  -0.28
C  -2.089  0.533  1.734  -0.08
C  -0.756  0.904  2.326  -0.09
O  -0.093  1.500  1.200  -0.28
C  1.211  2.057  1.415  -0.10
C  1.690  2.324  0.013  -0.07
O  1.599  1.101  -0.802  -0.32
H  2.742  -0.409  -1.576  0.15
H  3.673  0.935  -0.902  0.15
H  3.441  0.112  1.385  0.15
H  3.568  -1.354  0.413  0.15
H  0.827  -2.154  2.347  0.13
H  2.454  -2.577  1.833  0.15
H  0.727  -4.024  0.626  0.16
H  1.730  -3.060  -0.460  0.15
H  -1.492  -3.789  0.421  0.16
H  -2.062  -2.676  -0.818  0.13
H  -1.415  -1.857  2.066  0.13
H  -3.034  -1.997  1.347  0.16
H  -2.759  0.076  2.460  0.16
H  -2.576  1.410  1.314  0.11
H  -0.174  0.051  2.682  0.14
H  -0.870  1.622  3.140  0.17
H  1.820  1.352  1.971  0.13
H  1.141  2.989  1.979  0.17
H  2.715  2.692  -0.012  0.17
H  1.049  3.050  -0.481  0.10
O  -2.792  -1.433  -2.916  0.24
C  -2.249  -0.516  -2.435  -0.51
O  -0.861  -0.696  -2.127  -0.20
C  -2.774  0.872  -2.073  -0.14
P  -1.320  1.848  -1.574  1.04
C  -1.821  3.368  -0.792  -0.35
C  -1.012  4.510  -0.859  -0.09
C  -1.414  5.686  -0.251  -0.02
C  -2.624  5.737  0.434  0.00
C  -3.441  4.616  0.496  -0.02
C  -3.045  3.436  -0.111  -0.08
C  -0.511  2.266  -3.125  -0.33
C  -1.042  3.343  -3.848  -0.07
C  -0.583  3.612  -5.119  -0.03
C  0.419  2.841  -5.683  0.00
C  0.948  1.765  -4.977  -0.03
C  0.496  1.487  -3.708  -0.09
H  -3.500  0.769  -1.264  0.11
H  -3.278  1.326  -2.928  0.14
H  -0.093  4.510  -1.433  0.11
H  -0.797  6.571  -0.325  0.13
H  -2.942  6.662  0.897  0.13
H  -4.397  4.668  0.998  0.13
H  -3.726  2.594  -0.090  0.10
H  -1.819  3.977  -3.440  0.12
H  -1.034  4.418  -5.681  0.13
H  0.775  3.082  -6.676  0.13
H  1.710  1.134  -5.413  0.13
H  0.942  0.662  -3.176  0.08

The calculation puts the molar mass at 655.70 g/mol. The total energy is -51836.617 eV. As for the total charge: +3. Its expectation value of S² is 0.758. Its multiplicity is 2.